Computed, not measured: the ion C6H15N5 with charge +2 at a distorted geometry, with ωB97M-V with the def2-TZVPD basis set.

Cartesian coordinates (Å):
N1 -1.405 1.892 -1.075
N2 -1.549 -2.027 -1.302
N3 1.316 1.170 -1.634
N4 0.505 0.382 -0.818
N5 -2.355 0.466 1.369
C1 1.118 -0.215 0.324
C2 2.465 -0.922 -0.021
C3 -1.800 -0.071 0.282
C4 -1.916 -1.385 -0.137
C5 1.184 0.677 1.603
C6 -1.010 0.877 -0.538
H1 0.198 0.749 2.161
H2 2.194 -1.814 -0.501
H3 2.251 1.259 -1.249
H4 -1.923 -2.941 -1.395
H5 1.650 1.746 1.546
H6 -2.359 1.497 1.537
H7 -1.062 2.680 -1.618
H8 1.783 0.149 2.287
H9 -1.589 -1.515 -2.117
H10 0.976 1.964 -2.151
H11 3.115 -1.325 0.722
H12 -2.958 0.050 2.006
H13 -2.317 -2.043 0.552
H14 0.344 -1.061 0.681
H15 3.145 -0.241 -0.514

Its net charge is +2. As for the orbital gap (alpha / beta): 0.262 / 0.286 Eh. The LUMO energy (alpha / beta) comes out at -9.991 / -10.074 eV.

***

Computed, not measured: a structure of composition C31H15F8N2O6SSbTl, with ωB97M-V with the def2-TZVPD basis set.

Cartesian coordinates (Å):
Tl1 -3.432 -1.222 0.529
Sb1 1.959 -0.431 2.711
S1 -1.671 -0.459 -1.373
F1 -2.004 1.505 0.923
F2 7.712 1.591 2.003
F3 2.011 -4.027 7.681
F4 -2.385 1.169 -3.784
F5 -1.538 4.541 3.304
F6 -3.040 3.762 -3.902
F7 -3.190 5.251 -1.635
F8 -2.664 4.089 0.776
O1 2.944 -2.962 -3.471
O2 1.475 -3.964 -4.688
O3 -3.414 -4.011 -1.005
O4 -2.786 -5.250 -2.655
O5 -0.166 -1.783 1.793
O6 1.884 -1.511 1.042
N1 -2.579 -4.455 -1.776
N2 1.852 -3.446 -3.667
C1 0.673 1.183 2.760
C2 -1.205 -3.947 -1.623
C3 -2.172 1.229 -1.436
C4 0.901 -3.425 -2.533
C5 0.896 -3.388 5.730
C6 -2.261 2.033 -0.304
C7 0.144 3.432 2.122
C8 4.256 1.486 2.965
C9 -0.343 1.188 3.715
C10 6.126 -0.076 1.601
C11 3.895 0.250 2.429
C12 5.555 1.945 2.824
C13 -0.343 -4.000 -2.702
C14 1.974 -3.264 6.591
C15 6.462 1.153 2.143
C16 0.659 -2.007 0.922
C17 -1.109 2.325 3.888
C18 0.852 -2.594 4.598
C19 4.829 -0.533 1.750
C20 0.390 -2.778 -0.304
C21 3.015 -2.382 6.365
C22 -2.864 3.965 -1.572
C23 1.287 -2.801 -1.363
C24 1.894 -1.701 4.350
C25 -0.854 -3.378 -0.421
C26 0.917 2.295 1.957
C27 -2.597 3.372 -0.351
C28 -2.788 3.200 -2.725
C29 -2.450 1.860 -2.647
C30 2.974 -1.596 5.227
C31 -0.838 3.431 3.099
H1 2.255 -2.325 -1.304
H2 -0.633 -4.452 -3.639
H3 0.012 -2.668 3.924
H4 6.875 -0.651 1.075
H5 1.708 2.292 1.217
H6 -1.896 2.377 4.627
H7 3.793 -0.914 5.028
H8 3.835 -2.325 7.067
H9 0.302 4.319 1.524
H10 3.534 2.102 3.488
H11 0.111 -4.096 5.956
H12 -0.531 0.318 4.332
H13 4.552 -1.491 1.329
H14 -1.547 -3.379 0.408
H15 5.870 2.898 3.226

Its net charge is +1. As for the orbital gap: 0.247 Eh. The LUMO energy comes out at -3.657 eV.

***

Computed, not measured: an isolated molecule of C6H7N at a distorted geometry, with ωB97M-V with the def2-TZVPD basis set.

Cartesian coordinates (Å):
N1 -0.963 -0.668 -2.758
C1 0.934 0.078 1.589
C2 -1.290 -0.166 0.417
C3 0.006 0.526 0.452
C4 -2.223 -0.754 -0.067
C5 0.687 0.268 -0.945
C6 -0.231 -0.238 -1.973
H1 1.107 -1.003 1.541
H2 -2.890 -1.252 -0.739
H3 1.150 1.186 -1.322
H4 1.482 -0.479 -0.830
H5 0.496 0.311 2.565
H6 -0.168 1.605 0.551
H7 1.903 0.586 1.519

Its SMILES is C#C[C@@H](C)CC#N. As for the orbital gap: 0.401 Eh. The LUMO energy comes out at 0.798 eV.

***

Computed, not measured: a cluster of 10 separate species, C24H55N3O7S7 in total at a distorted geometry, with ωB97M-V with the def2-TZVPD basis set.

Cartesian coordinates (Å):
S1 -17.368 23.341 -3.227
S2 -12.225 20.682 5.338
S3 0.078 25.046 -0.199
S4 -9.310 13.836 1.933
S5 -11.640 16.094 -5.253
S6 -12.689 29.384 -2.737
S7 -11.568 23.968 -9.027
O1 -0.949 25.297 0.904
O2 -10.700 15.823 -6.434
O3 -12.979 21.435 6.429
O4 -10.797 22.624 -9.026
O5 -12.071 28.018 -2.966
O6 -16.796 24.016 -4.448
O7 -10.237 13.818 3.155
N1 -8.219 29.132 1.485
N2 -1.793 17.862 -0.509
N3 -8.875 24.030 -0.990
C1 -13.198 23.550 -9.796
C2 -7.847 14.842 2.377
C3 -2.456 18.899 1.511
C4 -0.728 17.955 0.347
C5 -14.171 29.501 -3.846
C6 -11.870 24.255 -7.179
C7 -7.193 22.755 -0.172
C8 -11.662 30.664 -3.572
C9 -2.809 18.542 0.178
C10 -8.311 21.982 -0.343
C11 -17.439 21.534 -3.616
C12 -0.518 23.473 -1.020
C13 -12.756 18.913 5.106
C14 -10.616 17.076 -4.030
C15 -10.068 27.722 2.636
C16 -12.642 21.389 3.641
C17 -16.049 23.429 -1.936
C18 -1.141 18.498 1.599
C19 -9.030 28.518 1.988
C20 -8.508 12.197 1.681
C21 1.709 24.589 0.610
C22 -7.544 24.020 -0.633
C23 -9.310 22.721 -0.998
C24 -12.725 17.471 -5.705
H1 -12.929 23.561 -10.853
H2 -6.906 24.891 -0.624
H3 -9.638 16.673 -3.766
H4 -12.176 20.789 2.860
H5 -3.790 18.709 -0.241
H6 -8.389 11.703 2.646
H7 -12.114 31.656 -3.606
H8 -13.683 21.420 3.321
H9 -9.926 27.866 3.707
H10 -10.555 18.125 -4.319
H11 2.019 25.422 1.240
H12 -14.979 28.789 -3.680
H13 -8.171 15.878 2.280
H14 -12.266 23.308 -6.812
H15 -1.795 17.484 -1.446
H16 -13.844 18.858 5.156
H17 -12.536 25.090 -6.961
H18 -1.527 23.249 -0.673
H19 -14.046 24.190 -9.555
H20 -16.262 22.747 -1.113
H21 -16.427 21.151 -3.751
H22 -15.122 23.072 -2.387
H23 -13.362 22.539 -9.421
H24 -6.239 22.462 0.240
H25 -7.047 14.555 1.694
H26 -9.118 11.557 1.044
H27 -2.989 19.340 2.341
H28 -0.485 18.393 2.451
H29 -11.136 17.274 -3.092
H30 -0.629 23.505 -2.104
H31 -15.800 24.426 -1.574
H32 -13.502 17.206 -6.422
H33 -12.223 18.382 5.895
H34 -12.135 22.351 3.574
H35 -9.860 26.661 2.493
H36 -10.257 22.424 -1.425
H37 0.088 22.660 -0.620
H38 -14.575 30.514 -3.841
H39 0.155 17.390 0.088
H40 -7.640 14.776 3.445
H41 -13.264 17.711 -4.789
H42 -18.033 21.326 -4.505
H43 -10.773 30.824 -2.962
H44 -17.933 21.039 -2.780
H45 -12.118 18.327 -5.998
H46 -7.572 12.304 1.132
H47 2.503 24.310 -0.083
H48 -11.075 28.007 2.334
H49 -8.338 20.936 -0.075
H50 1.650 23.649 1.159
H51 -10.949 24.350 -6.603
H52 -13.758 29.215 -4.814
H53 -11.200 30.349 -4.508
H54 -12.451 18.417 4.185
H55 -9.383 24.804 -1.394

As for the orbital gap: 0.292 Eh. The LUMO energy comes out at -0.144 eV.

***

Number 4 is which compound? C24H55N3O7S7